{"formula": "C48H45IrN2P4S2", "method": "ωB97M-V/def2-TZVPD", "charge": -1, "lumo_ha": [0.084, 0.083], "multiplicity": 2, "max_force_ev_per_a": 0.5, "s2": 0.77, "homo_ev": [-3.46, -3.91], "elements": ["Ir", "S", "P", "C", "P", "S", "C", "C", "C", "C", "C", "C", "C", "C", "C", "C", "C", "C", "C", "C", "C", "C", "C", "C", "C", "C", "C", "C", "C", "C", "H", "H", "H", "H", "H", "H", "H", "H", "H", "H", "H", "H", "H", "H", "H", "H", "H", "H", "H", "H", "C", "P", "C", "C", "C", "C", "C", "C", "C", "P", "C", "C", "H", "H", "H", "H", "H", "H", "H", "H", "H", "H", "H", "H", "H", "H", "H", "H", "N", "C", "C", "C", "C", "C", "C", "H", "H", "H", "H", "H", "N", "C", "C", "C", "C", "C", "C", "C", "H", "H", "H", "H"], "positions_angstrom": [[1.17984, -0.31946, -0.19741], [3.02128, -0.87808, 1.60461], [1.58867, 0.07184, 2.70127], [0.29231, 0.45771, 1.72115], [-0.91034, -0.11356, 0.73806], [-2.59384, -1.56150, -2.24038], [-1.95527, -1.33225, 1.63423], [-2.80130, -2.27622, 1.05972], [-3.57455, -3.11059, 1.85502], [-3.53687, -2.99998, 3.23743], [-2.72837, -2.03721, 3.82367], [-1.94837, -1.21198, 3.02831], [-2.13556, 1.07013, 0.12191], [-3.28055, 1.36532, 0.86006], [-4.21926, 2.25585, 0.35960], [-4.02842, 2.84190, -0.88522], [-2.89847, 2.53679, -1.63026], [-1.95852, 1.65261, -1.12595], [2.33182, 1.58245, 3.38801], [3.54440, 1.52782, 4.07148], [4.11489, 2.68922, 4.56513], [3.48029, 3.91249, 4.37026], [2.27632, 3.96927, 3.68658], [1.70014, 2.80319, 3.19523], [1.21179, -0.90245, 4.20380], [1.22331, -2.29211, 4.13748], [0.78379, -3.05184, 5.21027], [0.32735, -2.42614, 6.36306], [0.31985, -1.03969, 6.44080], [0.76269, -0.28012, 5.36630], [-2.85817, -2.34949, -0.01642], [-4.21364, -3.84777, 1.38461], [-4.14268, -3.65321, 3.85378], [-2.69671, -1.92674, 4.90065], [-1.32497, -0.46001, 3.48872], [-3.44834, 0.89353, 1.82008], [-5.10840, 2.47916, 0.93658], [-4.77243, 3.51922, -1.28635], [-2.76788, 2.95430, -2.62137], [-1.09844, 1.36105, -1.70950], [4.04743, 0.57552, 4.19670], [5.06107, 2.64705, 5.09049], [3.93583, 4.82282, 4.74038], [1.79228, 4.92279, 3.51553], [0.77712, 2.82365, 2.62662], [1.59084, -2.76839, 3.23559], [0.79394, -4.13306, 5.14728], [-0.01883, -3.01842, 7.20116], [-0.02686, -0.54783, 7.34155], [0.76052, 0.80216, 5.43215], [-0.06823, -3.84497, 0.29231], [0.98814, -2.60927, -0.53834], [2.59650, -3.47699, -0.36866], [0.63003, -2.89543, -2.31381], [0.08631, -4.06961, -2.82418], [-0.12090, -4.20586, -4.18650], [0.23568, -3.18122, -5.05313], [0.78724, -2.01570, -4.55200], [0.97239, -1.86214, -3.18356], [1.63087, -0.35504, -2.40299], [3.39277, -0.41357, -2.91106], [1.05983, 1.02658, -3.43284], [0.00353, -3.70882, 1.37233], [0.27297, -4.85072, 0.03830], [-1.10323, -3.72399, -0.01255], [2.59938, -4.36172, -1.00765], [2.73370, -3.77554, 0.67114], [3.41964, -2.81931, -0.63767], [-0.21160, -4.87309, -2.16244], [-0.58173, -5.10681, -4.57196], [0.05765, -3.28136, -6.11641], [1.03869, -1.21039, -5.23167], [3.47256, -0.43058, -4.00033], [3.86348, -1.30966, -2.50899], [3.91321, 0.46405, -2.52860], [1.35269, 0.89207, -4.47534], [1.50541, 1.94432, -3.04641], [-0.02327, 1.09425, -3.37259], [-1.95505, -0.52841, -3.34681], [-2.81409, 0.22550, -4.12041], [-4.20136, 0.37979, -3.91673], [-4.94742, 1.21817, -4.72666], [-4.36016, 1.92825, -5.76948], [-2.99490, 1.77496, -5.99759], [-2.23929, 0.94050, -5.19438], [-4.66077, -0.15073, -3.09388], [-6.00991, 1.32795, -4.53612], [-4.95366, 2.58525, -6.39350], [-2.51811, 2.31109, -6.81085], [-1.17967, 0.80938, -5.37703], [4.04977, 6.64884, -0.13120], [3.59627, 5.59100, -0.16968], [3.03281, 4.27477, -0.21749], [3.85881, 3.15497, -0.24955], [3.29909, 1.88653, -0.28107], [1.91297, 1.66386, -0.26922], [1.11656, 2.81972, -0.22493], [1.64832, 4.09613, -0.20650], [4.93460, 3.28041, -0.23734], [3.97177, 1.03766, -0.27098], [0.04266, 2.72440, -0.16382], [0.99634, 4.96078, -0.17162]]}